92
Properties=species:S:1:pos:R:3 method="wB97M-V/def2-TZVPD" multiplicity=5 de_lowest_kcal_mol=0.0 total_charge=+3 gap_ev="7.28 / 5.74" largest_force_ha_per_bohr=0.007 e_tot_ha=-2729.21379 s_squared=6.06
Rh 0.606 0.530 -0.599
C 3.148 2.240 -1.170
N 2.861 0.866 -0.730
C 3.183 -0.119 -1.775
C 2.216 0.026 -2.934
C 2.632 -0.074 -4.248
C 1.709 0.092 -5.273
C 0.393 0.382 -4.952
C 0.043 0.479 -3.619
N 0.924 0.284 -2.631
C 3.358 0.543 0.621
C 2.297 0.070 1.628
C 2.857 0.116 3.080
C 2.327 1.258 3.882
C 1.128 1.747 3.601
C 0.261 1.016 2.594
N 1.022 0.715 1.394
C 1.988 3.188 -0.984
C 2.202 4.557 -1.036
C 1.123 5.419 -0.971
C -0.152 4.884 -0.857
C -0.286 3.514 -0.794
N 0.758 2.674 -0.851
H 3.387 2.225 -2.237
H 4.033 2.635 -0.668
H 3.089 -1.112 -1.331
H 4.212 -0.017 -2.132
H 3.673 -0.270 -4.469
H 2.020 0.014 -6.306
H -0.352 0.543 -5.718
H -0.969 0.719 -3.316
H 3.800 1.444 1.050
H 4.154 -0.205 0.567
H 3.946 0.173 3.044
H 2.951 1.708 4.644
H 0.730 2.604 4.122
H 0.038 0.045 3.056
H 3.211 4.937 -1.133
H 1.272 6.490 -1.014
H -1.028 5.515 -0.811
H -1.261 3.055 -0.695
C -1.972 -1.874 -1.758
N -1.464 -1.309 -0.482
P -1.961 0.306 -0.072
C -3.648 0.424 -0.694
C -4.053 1.630 -1.261
C -5.378 1.810 -1.635
C -6.294 0.787 -1.447
C -5.894 -0.422 -0.883
C -4.579 -0.606 -0.503
C -2.015 0.567 1.686
C -2.934 -0.103 2.459
C -3.196 0.282 3.778
C -2.638 1.486 4.276
C -1.721 2.172 3.559
C -1.129 1.635 2.286
P 0.220 -1.693 -0.162
C 0.554 -3.224 -1.024
C 1.355 -3.325 -2.159
C 1.588 -4.567 -2.729
C 1.012 -5.704 -2.179
C 0.200 -5.609 -1.053
C -0.020 -4.376 -0.468
C 0.604 -1.933 1.557
C 2.024 -1.485 1.816
C 2.440 -1.385 3.304
C 1.386 -1.745 4.303
C 0.213 -2.274 3.949
C -0.190 -2.358 2.544
H -2.700 -1.206 -2.205
H -2.455 -2.829 -1.543
H -1.159 -2.054 -2.458
H -3.342 2.433 -1.417
H -5.692 2.746 -2.075
H -7.326 0.927 -1.740
H -6.613 -1.217 -0.739
H -4.275 -1.549 -0.062
H -3.519 -0.909 2.033
H -3.911 -0.273 4.369
H -2.989 1.880 5.221
H -1.359 3.125 3.922
H -0.973 2.464 1.587
H 1.776 -2.444 -2.621
H 2.215 -4.649 -3.606
H 1.195 -6.672 -2.628
H -0.246 -6.497 -0.626
H -0.628 -4.308 0.428
H 2.728 -2.075 1.220
H 3.317 -1.995 3.527
H 1.637 -1.631 5.351
H -0.494 -2.595 4.702
H -1.200 -2.689 2.328